{"formula": "C26H19Co2FeO8", "method": "ωB97M-V with the def2-TZVPD basis set", "de_lowest_ev": 0.641, "energy_ha": -5633.06400, "lumo_ev": 2.1, "total_charge": -1, "species": ["C", "C", "C", "C", "Fe", "C", "O", "C", "O", "C", "C", "C", "C", "C", "H", "H", "H", "H", "H", "H", "H", "H", "H", "H", "H", "H", "O", "C", "Co", "C", "O", "C", "O", "C", "C", "C", "C", "C", "C", "C", "C", "C", "Co", "C", "O", "C", "O", "C", "O", "H", "H", "H", "H", "H", "H", "H"], "xyz": [[-0.1803, -0.1794, 4.1448], [-0.7122, -0.6265, 2.8894], [1.3553, 0.2444, 1.2116], [-1.1621, -1.7484, 2.2367], [-2.9801, -1.0102, 2.5753], [-2.8833, -1.8619, 4.2560], [-2.8487, -2.6277, 5.1394], [-3.4794, -2.6582, 1.7738], [-3.4978, -3.7460, 1.3407], [-2.7559, 0.9205, 2.0481], [-3.4413, 0.7878, 3.3050], [-4.6130, -0.0165, 3.0940], [-4.6619, -0.3706, 1.7095], [-3.5125, 0.2057, 1.0538], [-0.5880, -0.6945, 5.0254], [0.9256, -0.1941, 4.2243], [-0.3679, 0.9061, 4.1896], [0.2205, 0.3194, 1.1602], [1.4991, 0.2540, 2.3094], [-1.1132, -1.7575, 1.1408], [-1.1377, -2.7622, 2.6580], [-1.8683, 1.5185, 1.8659], [-3.1253, 1.2592, 4.2435], [-5.3678, -0.2630, 3.8556], [-5.4756, -0.9034, 1.2071], [-3.2723, 0.1653, -0.0064], [-1.2740, 0.4142, -1.7194], [-0.4024, -0.2858, -1.4146], [0.9038, -1.3905, -1.0559], [1.6725, -1.2336, 0.7330], [2.0521, -2.1133, 1.4339], [-0.1885, -2.7020, -1.1492], [-0.9318, -3.5746, -1.3113], [2.3480, 0.9280, -2.2119], [1.9073, 1.7992, -3.2449], [0.9321, 1.3289, -4.1447], [0.4772, 2.1575, -5.1607], [1.0186, 3.4516, -5.2785], [2.0071, 3.9199, -4.3901], [2.4451, 3.0969, -3.3623], [2.3950, 0.6577, -0.9161], [2.1559, 1.1858, 0.4177], [3.1383, -0.6450, -1.8256], [2.2099, -2.3431, -2.0237], [2.4514, -3.4067, -2.4853], [4.1458, -0.8340, -3.2161], [4.7962, -1.0200, -4.1451], [4.2692, -1.1317, -0.5695], [5.0315, -1.4736, 0.2119], [0.5711, 0.3028, -4.0363], [-0.2812, 1.7823, -5.8647], [0.6687, 4.1063, -6.0847], [2.4501, 4.9204, -4.5101], [3.2147, 3.4060, -2.6533], [3.1475, 1.3465, 0.8676], [1.7127, 2.1887, 0.4585]], "lowdin_charge": [-0.162, -0.261, -0.194, -0.231, 0.103, -0.012, 0.149, -0.005, 0.162, -0.113, -0.145, -0.160, -0.157, -0.103, 0.049, 0.088, 0.069, 0.093, 0.085, 0.051, 0.075, 0.124, 0.129, 0.128, 0.129, 0.114, 0.065, -0.199, 0.152, -0.390, 0.024, -0.222, 0.094, -0.116, -0.209, -0.034, -0.087, -0.111, -0.105, -0.037, -0.245, -0.210, 0.079, -0.271, 0.049, -0.140, 0.118, -0.115, 0.150, 0.112, 0.104, 0.089, 0.098, 0.114, 0.123, 0.117]}